# C4H12N3

The ion C4H12N3 with charge +1 in a non-equilibrium geometry (ωB97M-V/def2-TZVPD, the OMol25 dataset).

ORCA input file:
```
! RIJCOSX wB97M-V def2-TZVPD def2/J DEFGRID3
* xyz 1 1
N 0.98152 1.20150 -0.35053
H 1.46463 0.90694 -1.19553
C 0.30405 0.18303 0.51163
H 0.37860 -0.73510 2.28682
H 0.26418 1.85797 -0.67651
C -1.78150 -0.58556 -0.73782
H -1.08201 -0.88323 -2.67703
H 1.84738 1.17789 3.09554
H -0.47523 -1.76563 0.45887
C 0.81398 0.09232 1.73645
N 1.92964 0.79772 2.16557
H -2.68742 -0.68291 -2.57317
C -0.37437 -0.92496 -0.22402
H -2.40324 -1.46504 -0.54519
N -1.80576 -0.34627 -2.22019
H -2.20348 0.32020 -0.32155
H 0.29374 -1.24409 -1.01102
H 2.86190 0.43512 2.00901
H 1.67339 1.66011 0.26867
*
```

## Properties
SMILES: N/C=C(\[NH3+])CCN



# C4H12N3

The ion C4H12N3 with charge +1 in a non-equilibrium geometry (ωB97M-V/def2-TZVPD, the OMol25 dataset).

ORCA input file:
```
! RIJCOSX wB97M-V def2-TZVPD def2/J DEFGRID3
* xyz 1 1
H 0.14629 2.30173 -0.58775
C 1.59528 0.12187 0.05288
H -1.94720 -2.29367 0.14802
H 0.22433 -1.80603 -1.32087
H -1.14818 -0.72358 -1.70172
H -1.31904 0.52710 0.75209
H 3.41407 0.87767 0.59346
H 2.28925 1.98046 -0.00042
H -2.10306 -0.30731 1.96180
N -1.93750 -0.32317 0.95734
H -2.84628 -0.25227 0.50998
H -0.88660 1.45094 -1.48192
H -0.47960 -1.96981 1.04691
C -1.20215 -1.53107 0.35839
C -0.45261 -1.04940 -0.92382
N 2.43627 1.10681 0.50305
C 0.40636 0.17536 -0.56127
N -0.34099 1.41263 -0.62396
H 1.87454 -0.90447 0.33771
*
```

## Properties
SMILES: N/C=C(\N)CC[NH3+]



# C4H12N3OPS

The molecule C4H12N3OPS in a non-equilibrium geometry (ωB97M-V/def2-TZVPD, the OMol25 dataset).

ORCA input file:
```
! RIJCOSX wB97M-V def2-TZVPD def2/J DEFGRID3
* xyz 0 1
H 3.37723 0.00912 -0.22087
H -3.52225 0.72213 2.22210
C -0.08892 -0.28737 0.90615
N -1.23614 -0.71144 0.60922
H 2.44605 -1.24014 0.23359
C 2.64628 -0.68482 -0.58757
H 1.97012 0.97246 -1.56194
N -2.89622 -1.68582 -0.84434
H 1.36881 -0.72498 2.31535
H -3.03307 -2.25009 -0.01937
H 0.71659 -0.31752 -1.65514
P -2.00243 -0.38623 -0.84425
H 0.20543 1.71107 -0.09252
H 3.15624 -1.27093 -1.32696
H -3.52194 1.54493 -0.70895
H -3.10338 -2.19942 -1.74339
N -2.93261 0.91259 -0.09387
C 0.74574 0.76795 0.24168
S -4.12444 0.55272 1.03812
C 1.48359 0.22266 -0.98611
O 0.33851 -0.91124 2.05939
H 1.43728 1.16535 1.07898
*
```

## Properties
SMILES: CCC/C(O)=N\P(N)NS



Across the entries above, energy above the lowest of the compared OMol25 structures with the same formula, charge and spin takes the values 221.5; 145.3; 123.7 kJ/mol, respectively.
Across the entries above, total energy takes the values -8805.439; -8806.228; -30983.565 eV, respectively.